Formula: C37H44BF5MoN6O5S3Se
Source: the Open Molecules 2025 dataset
Level of theory: ωB97M-V with the def2-TZVPD basis set

Summary:
⟨S²⟩	2.0464
spin multiplicity	3
LUMO level (spin up / spin down)	-7.0 / -7.6	eV
net charge	+2
relative energy (zero: lowest compared OMol25 entry of this formula, charge and spin)	104.3	kcal per mole

Atoms and positions in Å:
Mo (2.1637, -1.4847, 0.1919)
Se (2.9718, -2.2910, -1.9408)
S (0.8839, -3.4743, 0.7864)
S (2.3951, -2.8895, 3.7177)
S (2.6295, 0.7771, -0.6764)
F (0.3683, -0.8866, -3.1928)
F (2.2574, 0.5140, -7.2004)
F (4.8968, -1.8456, -4.1693)
F (0.1522, 0.3978, -5.4992)
F (4.6129, -0.6311, -6.5330)
O (4.2738, 0.7988, 3.6024)
O (3.2725, -0.8542, 2.3787)
O (5.5463, -4.0491, 1.5560)
O (3.7410, -3.1314, 0.6464)
O (5.0602, -0.6972, 0.4815)
N (0.8346, -0.4739, 1.1979)
N (-1.2335, 0.7822, -1.5267)
N (-2.3278, -1.3536, -0.0734)
N (-0.0418, 0.5072, -0.9721)
N (-1.0657, -1.7947, 0.0830)
N (0.5889, 0.6207, 1.7878)
C (3.7166, -1.3126, -4.4713)
C (0.3571, 3.3726, 1.6131)
C (-2.7183, 2.0836, -2.9133)
C (-1.5320, 2.3929, 2.9317)
C (-4.8706, -0.3324, 0.9245)
C (-1.4819, -5.2607, 1.4777)
C (0.9170, 2.5159, -1.8220)
C (0.6483, 1.2338, 2.8993)
C (1.9773, -0.3203, 4.4645)
C (-0.2956, 2.7874, -2.3671)
C (-2.9958, 0.8785, -3.8290)
C (1.1766, 0.7068, 4.1620)
C (1.3167, -0.1569, -5.1661)
C (2.6592, -1.3735, -3.5693)
C (0.4067, 3.4778, 4.1022)
C (1.0505, 1.2757, -1.1488)
C (-3.0613, -3.4474, 0.7676)
C (-4.7248, -1.6038, 0.0727)
C (2.5477, -1.3292, 3.5186)
C (-2.7320, 3.3545, -3.7668)
C (4.2159, 0.1839, 2.5971)
C (3.5912, -0.6844, -5.6936)
C (-1.7917, -3.8944, 0.9395)
C (-3.7867, 2.2079, -1.8165)
C (-4.9300, -1.2846, -1.4138)
C (5.7984, -1.8524, 0.8043)
C (2.3874, -0.0975, -6.0370)
C (-5.7837, -2.6184, 0.5098)
C (4.9040, -3.0480, 1.0022)
C (-3.3103, -2.1543, 0.2562)
C (-1.3611, 1.8695, -2.2430)
C (2.3681, -0.5421, 5.9036)
C (-0.0118, 2.6288, 2.8985)
C (1.4579, -0.8004, -3.9556)
C (-0.7547, -3.0051, 0.5697)
C (5.1484, 0.3455, 1.4207)
C (2.0783, 3.4558, -1.9510)
B (0.1061, -0.7950, -0.1273)
H (1.4346, 3.5534, 1.5522)
H (-0.1525, 4.3379, 1.5953)
H (4.8820, 1.2737, 0.9181)
H (-2.3752, 0.9275, -4.7269)
H (1.4926, 3.5227, 4.2196)
H (-5.7745, 0.2067, 0.6348)
H (-0.9832, -5.8691, 0.7207)
H (-5.7041, -2.8720, 1.5706)
H (-2.0475, 3.3542, 2.9791)
H (-4.9613, -2.2030, -2.0060)
H (-3.8897, -4.0905, 1.0290)
H (3.4335, -0.3338, 6.0281)
H (2.1951, -1.5772, 6.1923)
H (-1.8635, 1.8643, 2.0335)
H (6.1526, 0.4680, 1.8278)
H (-2.7866, -0.0653, -3.3285)
H (1.7659, 4.3830, -2.4267)
H (-1.8289, 1.8101, 3.8081)
H (6.4228, -1.7223, 1.6896)
H (6.4597, -2.0995, -0.0292)
H (4.9668, -4.8307, 1.5955)
H (1.8062, 0.1146, 6.5628)
H (0.8819, 1.3067, 5.0093)
H (0.0413, 2.8132, 0.7308)
H (-3.7102, 3.4450, -4.2428)
H (-4.9546, -0.5847, 1.9848)
H (-2.5797, 4.2576, -3.1691)
H (-3.6951, 1.4092, -1.0808)
H (-4.1267, -0.6599, -1.7958)
H (2.8763, 3.0101, -2.5486)
H (-6.7710, -2.1804, 0.3563)
H (2.5020, 3.6873, -0.9713)
H (0.0504, 4.4970, 3.9459)
H (-1.9850, 3.3258, -4.5651)
H (-4.0170, 0.3347, 0.7965)
H (-0.4420, 3.7151, -2.9030)
H (-4.0413, 0.8829, -4.1409)
H (-5.7438, -3.5377, -0.0806)
H (-0.0357, 3.1291, 5.0370)
H (-0.8095, -5.2012, 2.3351)
H (-5.8785, -0.7622, -1.5525)
H (-3.6948, 3.1660, -1.2967)
H (-4.7833, 2.1609, -2.2600)
H (-2.3956, -5.7659, 1.7818)

Force components x, y, z for each atom (eV/Å):
Mo 2.268 -0.585 0.432
Se -0.381 -0.224 -0.405
S 0.021 0.240 -0.063
S 0.052 -0.527 0.023
S -0.131 -0.085 0.070
F -0.062 -0.115 0.224
F 0.006 -0.025 0.059
F -0.014 -0.051 0.131
F 0.055 -0.040 0.037
F -0.011 -0.005 0.050
O 0.021 0.007 0.155
O -0.172 0.223 0.194
O -0.209 0.044 -0.133
O -0.485 0.087 -0.085
O 0.007 0.027 -0.055
N -1.558 0.222 -0.101
N 0.242 -0.008 0.085
N 0.308 -0.104 0.218
N -0.095 -0.414 0.059
N 0.137 0.257 -0.338
N 0.332 0.217 -0.062
C 0.071 0.098 -0.006
C 0.028 0.004 -0.032
C 0.069 -0.005 -0.013
C -0.002 -0.042 0.035
C 0.039 0.016 0.035
C 0.007 0.117 -0.039
C 0.231 0.106 0.000
C 0.093 0.158 0.183
C 0.232 -0.189 -0.088
C -0.192 0.128 -0.087
C 0.045 0.005 -0.016
C -0.325 0.030 -0.135
C -0.103 0.104 -0.089
C 0.099 0.166 0.152
C 0.033 0.037 0.002
C 0.042 -0.028 -0.139
C -0.250 0.011 -0.045
C 0.041 -0.041 0.022
C -0.055 0.816 0.068
C -0.059 0.014 -0.004
C -0.163 -0.267 -0.092
C 0.128 0.001 -0.142
C 0.177 -0.280 0.101
C 0.024 0.001 0.057
C 0.020 -0.053 -0.027
C -0.037 0.046 0.002
C -0.045 0.147 -0.278
C -0.063 0.029 0.007
C 0.381 -0.112 0.058
C -0.205 0.011 0.032
C -0.162 0.087 -0.089
C 0.038 -0.030 -0.106
C 0.073 -0.010 0.014
C -0.037 -0.086 -0.057
C -0.043 0.003 -0.045
C -0.110 -0.016 -0.072
C -0.031 -0.092 0.027
B -0.430 0.114 0.372
H -0.063 -0.021 -0.001
H 0.033 -0.046 0.004
H -0.003 0.048 -0.045
H -0.009 -0.015 0.057
H -0.053 -0.005 -0.015
H 0.015 -0.049 0.032
H 0.000 0.025 -0.004
H 0.003 0.017 -0.058
H 0.024 -0.035 0.000
H 0.020 0.039 0.010
H 0.003 0.028 -0.007
H -0.017 -0.023 -0.017
H -0.022 -0.004 0.022
H 0.015 0.024 0.042
H 0.074 -0.021 0.002
H -0.031 -0.003 0.020
H -0.006 -0.015 0.005
H 0.015 0.032 -0.043
H 0.018 -0.020 0.035
H 0.058 -0.023 -0.052
H 0.061 0.001 0.034
H 0.006 -0.003 -0.009
H -0.074 -0.009 0.015
H 0.001 0.026 0.033
H 0.050 0.001 0.020
H 0.041 0.022 -0.035
H -0.014 -0.047 -0.027
H -0.022 0.012 -0.080
H -0.026 0.023 0.022
H -0.016 -0.014 0.010
H 0.027 -0.017 0.010
H -0.022 -0.011 -0.019
H 0.005 -0.038 0.016
H -0.036 -0.016 0.050
H -0.052 -0.015 -0.029
H -0.009 -0.044 -0.024
H 0.030 0.027 -0.011
H -0.003 0.054 0.023
H 0.026 0.013 -0.040
H -0.027 0.020 -0.007
H 0.032 -0.038 0.008
H 0.008 -0.057 -0.001
H 0.048 0.030 0.012
H 0.001 0.007 -0.013